Record 1
The following is a quantum chemistry calculation of a structure of composition H6O3 at a distorted geometry, from the OMol25 dataset.

Positions of all 9 atoms, in Å:
O1 0.143 -0.464 -0.464
O2 0.052 1.007 -1.826
O3 0.347 -0.391 1.589
H1 0.270 0.394 -1.124
H2 0.937 0.240 2.002
H3 -0.649 -0.995 -0.551
H4 -0.831 0.755 -2.098
H5 0.235 -0.322 0.478
H6 -0.504 -0.223 1.993

Computed properties:
Maximum force, hartree/bohr: 0.1690
Frontier orbital gap, eV: 8.7
Molar mass, g/mol: 54.0

Record 2
The following is a quantum chemistry calculation of a cluster of 14 separate species, C66H135N5O18S3 in total at a distorted geometry, from the OMol25 dataset.

Positions of all 227 atoms, in Å:
S1 2.600 -3.191 2.660
S2 -3.484 -5.427 2.500
S3 -4.653 -0.243 4.975
O1 0.656 4.934 3.066
O2 -4.261 0.736 3.936
O3 1.899 3.121 2.746
O4 5.265 -1.062 -3.974
O5 -3.646 -4.539 3.594
O6 -5.972 -0.207 5.474
O7 3.041 -3.195 1.256
O8 7.495 -3.364 -0.402
O9 6.874 -1.244 -0.820
O10 -3.867 3.282 5.415
O11 -0.909 -5.185 -3.666
O12 5.672 -3.087 -4.815
O13 6.466 -2.015 2.182
O14 0.638 -3.762 -2.924
O15 -1.862 2.420 5.023
O16 -4.440 -6.516 2.276
O17 5.780 0.040 2.713
O18 1.551 -4.190 2.859
N1 -6.999 0.121 1.331
N2 -2.547 5.363 -1.108
N3 -2.208 0.402 -4.688
N4 2.999 1.778 -4.446
N5 0.747 -0.006 0.811
C1 -2.387 2.785 -4.084
C2 -4.052 -1.835 4.354
C3 6.617 -2.454 -0.779
C4 -9.254 -0.487 1.346
C5 -0.332 4.162 -1.222
C6 -2.840 -2.219 5.191
C7 5.642 -4.612 -1.126
C8 2.655 -4.828 -3.427
C9 -1.539 -1.990 -5.021
C10 2.294 2.677 -3.552
C11 -3.105 3.607 3.245
C12 0.524 -1.229 0.025
C13 -4.372 0.828 -6.081
C14 -2.856 2.979 4.597
C15 3.652 2.485 -5.558
C16 -0.467 0.621 1.166
C17 2.276 0.630 -4.880
C18 4.350 1.583 -6.542
C19 7.393 -0.167 -4.057
C20 6.692 -0.843 2.207
C21 5.323 -3.132 -1.129
C22 -1.357 -0.381 1.958
C23 2.447 1.992 3.426
C24 -2.004 -4.288 0.626
C25 1.243 3.442 4.991
C26 3.609 -2.582 4.953
C27 1.495 -5.639 -3.996
C28 7.946 -0.093 1.838
C29 6.866 -4.666 -0.300
C30 -5.008 3.759 4.630
C31 2.097 -0.335 -3.766
C32 1.522 2.013 4.717
C33 -6.656 1.462 1.895
C34 -1.839 -6.002 2.365
C35 -7.916 -0.658 2.100
C36 -1.243 -5.552 0.993
C37 -3.473 -4.449 1.044
C38 -3.420 -0.133 6.279
C39 -2.750 1.350 -3.684
C40 -4.289 4.535 3.442
C41 2.007 -3.935 -2.410
C42 6.097 -2.088 -4.370
C43 -6.448 2.473 0.814
C44 -0.465 -1.213 -1.151
C45 -2.803 0.736 -6.015
C46 -5.996 -1.612 -0.110
C47 3.946 -3.450 3.757
C48 -1.662 6.443 1.048
C49 -1.847 6.498 -0.480
C50 -4.765 4.633 -1.866
C51 3.091 2.915 -2.280
C52 3.131 0.167 0.443
C53 -2.352 -1.010 -4.195
C54 -4.011 5.412 -0.814
C55 1.794 0.796 0.266
C56 3.133 -1.264 4.411
C57 7.587 -1.666 -4.184
C58 0.258 -4.904 -3.539
C59 -1.824 4.138 -0.807
C60 2.006 -1.648 3.359
C61 6.267 1.425 2.510
C62 6.110 0.006 -3.406
C63 7.374 1.271 1.516
C64 -5.760 -0.582 1.012
C65 -2.240 -0.857 5.681
C66 1.211 3.948 3.539
H1 8.634 -0.153 2.725
H2 -2.468 1.688 -6.320
H3 -2.924 3.534 -3.432
H4 -1.863 -7.128 2.500
H5 1.726 1.722 0.823
H6 3.972 0.844 0.275
H7 -2.828 3.127 -5.022
H8 2.873 3.052 -6.158
H9 2.015 3.896 5.644
H10 -4.924 4.645 2.539
H11 -0.833 -2.198 -1.362
H12 -1.947 -4.075 -0.415
H13 1.587 -0.006 -2.889
H14 5.168 2.206 -6.942
H15 -0.864 6.484 -0.953
H16 -0.180 -5.332 1.244
H17 3.388 -0.202 1.438
H18 -10.017 -1.098 1.806
H19 -1.016 5.568 1.282
H20 -7.913 -0.326 3.169
H21 -1.279 2.877 -4.050
H22 2.732 0.100 -5.707
H23 4.547 -2.563 5.534
H24 -3.449 -1.276 -4.221
H25 -3.349 2.918 2.439
H26 -5.295 -1.063 1.836
H27 -4.129 -4.864 0.336
H28 5.543 0.879 -3.656
H29 2.470 -2.991 -2.379
H30 -2.372 7.357 -0.817
H31 -9.022 -0.783 0.300
H32 1.451 -5.751 -5.051
H33 4.855 -5.315 -0.823
H34 2.653 -0.582 5.138
H35 -2.415 -0.050 -6.642
H36 -1.943 -0.956 1.336
H37 -1.627 -1.739 -6.127
H38 -3.859 1.250 -3.666
H39 -5.722 1.423 2.475
H40 1.232 -1.930 4.042
H41 -7.492 1.839 2.558
H42 -1.110 7.351 1.246
H43 -4.889 -2.537 4.549
H44 1.459 -1.662 -0.237
H45 -1.853 -3.023 -4.790
H46 7.987 2.205 1.491
H47 1.705 -0.969 2.574
H48 3.283 -5.543 -2.909
H49 -4.207 6.490 -0.933
H50 -2.356 3.299 -1.246
H51 1.315 0.821 -5.192
H52 -1.898 3.847 0.226
H53 5.917 -4.889 -2.164
H54 -3.214 0.871 6.429
H55 -2.061 0.139 2.575
H56 -3.945 -1.761 3.284
H57 2.485 3.629 -1.625
H58 -2.142 -2.784 4.616
H59 -0.504 -1.909 -4.743
H60 1.972 1.413 5.478
H61 -4.921 -0.159 -5.921
H62 4.810 -3.030 3.300
H63 -6.535 -1.091 -0.919
H64 -4.364 4.895 -2.828
H65 -2.538 6.397 1.715
H66 -1.421 -1.032 6.373
H67 4.288 3.213 -5.110
H68 0.219 -1.977 0.744
H69 0.078 3.195 -0.924
H70 -1.388 -6.325 0.235
H71 3.087 -0.634 -3.509
H72 -4.683 1.341 -6.975
H73 1.984 -4.306 -1.438
H74 -3.943 -3.504 1.236
H75 8.169 -1.940 -5.056
H76 -7.041 2.334 -0.065
H77 -0.016 -0.810 -2.062
H78 -6.715 3.435 1.167
H79 8.423 -0.587 0.925
H80 1.389 -6.662 -3.657
H81 7.607 -5.331 -0.746
H82 -0.230 4.318 -2.291
H83 -4.633 1.465 -5.209
H84 4.925 -2.620 -2.051
H85 -4.499 3.584 -1.810
H86 3.209 -4.290 -4.164
H87 3.246 1.983 -1.712
H88 -5.388 2.577 0.476
H89 4.106 3.345 -2.408
H90 -3.112 -2.771 6.093
H91 -0.715 -1.013 2.690
H92 0.284 3.752 5.500
H93 4.598 0.625 -6.118
H94 1.311 2.284 -3.400
H95 3.978 -0.666 3.960
H96 6.155 -0.066 -2.292
H97 -3.983 5.536 3.814
H98 6.772 -4.726 0.724
H99 7.847 -2.202 -3.265
H100 -7.626 -1.728 2.075
H101 8.228 0.334 -3.567
H102 4.076 -4.482 3.785
H103 0.261 4.901 -0.660
H104 1.645 1.078 -0.745
H105 -2.097 -1.083 -3.135
H106 0.567 1.542 4.379
H107 2.835 -3.101 5.557
H108 -1.559 -3.454 1.173
H109 -1.781 -0.224 4.873
H110 -3.739 -0.561 7.236
H111 2.125 3.657 -3.971
H112 6.846 1.268 0.495
H113 3.632 1.372 -7.363
H114 6.557 1.863 3.487
H115 2.361 1.067 2.864
H116 -5.043 0.191 0.597
H117 3.322 -0.641 -0.286
H118 -2.225 4.191 2.957
H119 7.383 0.263 -5.089
H120 5.485 2.087 2.071
H121 4.631 -2.731 -0.402
H122 -6.541 -2.560 0.180
H123 -4.209 5.115 0.232
H124 1.499 -1.215 -4.155
H125 3.489 2.155 3.531
H126 -5.557 4.406 5.367
H127 -9.485 0.601 1.314
H128 -1.318 -5.655 3.216
H129 -1.026 1.035 0.301
H130 -5.056 -1.896 -0.569
H131 -2.300 1.170 -2.723
H132 -5.832 4.796 -1.708
H133 -1.299 -0.527 -0.848
H134 -0.280 1.408 1.888
H135 -5.551 2.876 4.298

Computed properties:
Maximum force, hartree/bohr: 0.0721
Frontier orbital gap, eV: 8.1
Molar mass, g/mol: 1383.0

Record 3
The following is a quantum chemistry calculation of a structure of composition C20H23N2Pb at a distorted geometry, from the OMol25 dataset.

Positions of all 46 atoms, in Å:
Pb1 0.291 -0.100 0.193
N1 2.102 -0.671 1.221
N2 6.292 -2.098 3.926
C1 4.178 -1.394 2.611
C2 -0.041 -0.789 2.559
C3 2.522 0.051 2.333
C4 5.356 -1.786 3.343
C5 0.943 1.315 -1.767
C6 2.747 -1.769 0.789
C7 -1.524 -1.622 1.016
C8 3.568 -0.297 3.045
C9 3.837 -2.166 1.500
C10 0.084 2.088 -0.956
C11 2.131 1.069 -1.035
C12 -1.001 0.212 2.276
C13 -3.378 0.464 -2.813
C14 -3.844 -0.940 -2.708
C15 -2.530 0.853 -3.966
C16 -0.367 -1.923 1.780
C17 0.749 2.327 0.274
C18 -4.112 1.520 -2.075
C19 -1.913 -0.298 1.316
C20 2.014 1.691 0.229
H1 -3.126 1.030 -4.876
H2 2.985 0.516 -1.389
H3 -3.513 2.424 -1.956
H4 2.402 -2.323 -0.074
H5 0.167 -2.858 1.789
H6 0.738 0.973 -2.767
H7 1.971 0.919 2.697
H8 0.359 2.895 1.102
H9 -4.174 -1.186 -1.698
H10 -2.029 -2.288 0.337
H11 4.402 -3.043 1.208
H12 -1.984 1.778 -3.776
H13 -5.032 1.827 -2.598
H14 2.764 1.708 1.002
H15 -4.701 -1.142 -3.370
H16 -1.807 0.077 -4.220
H17 -1.036 1.194 2.717
H18 -2.768 0.219 0.914
H19 -0.890 2.456 -1.233
H20 -3.066 -1.650 -2.994
H21 3.885 0.267 3.916
H22 -4.422 1.185 -1.085
H23 0.768 -0.715 3.266

Computed properties:
Maximum force, hartree/bohr: 0.0971
Frontier orbital gap, eV: 3.3
Molar mass, g/mol: 498.6
Total charge: +1